The following is a quantum chemistry calculation of a structure of composition C53H68BCsGeN7O4P2S2Si3Te, from the OMol25 dataset.

Each line ends with the Mulliken charge.
Geometry (Å):
Cs (1.038, 0.065, -0.300)  1.430
C (0.394, 0.170, 4.335)  -0.602
C (1.323, 1.022, 3.545)  -0.224
N (1.076, 1.473, 2.336)  0.242
C (2.180, 2.208, 1.968)  -0.075
C (3.102, 2.201, 2.989)  0.001
N (2.531, 1.443, 3.979)  -0.060
C (4.457, 2.751, 3.223)  0.608
O (4.996, 3.441, 2.255)  -0.632
O (5.004, 2.557, 4.297)  -0.739
C (2.281, 2.858, 0.612)  0.562
O (3.320, 3.537, 0.380)  -0.972
O (1.335, 2.664, -0.170)  -0.570
H (-0.184, -0.444, 3.645)  -0.345
H (-0.305, 0.780, 4.910)  0.324
H (0.937, -0.485, 5.017)  0.474
H (3.002, 1.234, 4.845)  0.241
H (4.339, 3.491, 1.434)  0.462
Te (-2.069, -5.071, -0.002)  0.480
C (-3.609, -5.588, 1.361)  -0.044
C (-3.579, -5.137, 2.677)  0.585
C (-4.610, -5.481, 3.536)  -0.374
N (-5.655, -6.235, 3.189)  -0.683
C (-5.672, -6.669, 1.929)  -0.363
C (-4.692, -6.381, 0.992)  -0.452
C (-1.505, -3.291, 0.848)  -1.305
P (-2.057, -1.760, 0.069)  0.703
C (-3.738, -2.142, -0.565)  0.086
C (-4.832, -2.429, 0.251)  -0.406
C (-6.064, -2.746, -0.300)  -0.604
C (-6.222, -2.779, -1.680)  -0.537
C (-5.143, -2.491, -2.503)  -0.741
C (-3.912, -2.175, -1.946)  -0.427
C (-2.500, -0.704, 1.524)  0.281
C (-2.389, 0.677, 1.400)  -1.234
C (-2.702, 1.517, 2.461)  0.178
C (-3.124, 0.983, 3.667)  -0.994
C (-3.215, -0.398, 3.815)  -1.232
C (-2.893, -1.230, 2.756)  0.370
P (0.079, -3.085, 1.580)  1.292
C (1.372, -3.813, 0.484)  0.581
C (1.176, -3.886, -0.892)  -0.455
C (2.172, -4.360, -1.733)  -0.564
C (3.385, -4.777, -1.208)  -0.162
C (3.605, -4.682, 0.160)  -0.662
C (2.613, -4.192, 0.994)  -0.773
C (0.070, -4.295, 2.959)  -0.124
C (-0.380, -3.836, 4.198)  -0.161
C (-0.539, -4.702, 5.270)  -0.649
C (-0.246, -6.051, 5.121)  -0.592
C (0.204, -6.521, 3.895)  -0.711
C (0.360, -5.651, 2.823)  -0.248
H (-2.752, -4.519, 3.015)  -0.174
H (-4.592, -5.133, 4.565)  0.372
H (-6.527, -7.277, 1.644)  0.349
H (-4.798, -6.749, -0.022)  0.367
H (-4.717, -2.416, 1.327)  0.242
H (-6.900, -2.978, 0.350)  0.434
H (-7.184, -3.029, -2.111)  0.375
H (-5.256, -2.512, -3.580)  0.397
H (-3.068, -1.951, -2.589)  0.425
H (-2.045, 1.106, 0.460)  0.545
H (-2.596, 2.587, 2.345)  0.366
H (-3.360, 1.636, 4.500)  0.350
H (-3.529, -0.824, 4.762)  0.390
H (-2.918, -2.310, 2.866)  0.754
H (0.240, -3.543, -1.322)  0.072
H (2.014, -4.353, -2.805)  0.319
H (4.171, -5.121, -1.868)  0.221
H (4.566, -4.963, 0.576)  0.374
H (2.815, -4.091, 2.055)  0.477
H (-0.619, -2.784, 4.313)  0.107
H (-0.891, -4.321, 6.222)  0.430
H (-0.370, -6.732, 5.954)  0.356
H (0.424, -7.575, 3.765)  0.373
H (0.700, -6.030, 1.868)  0.375
C (2.684, 1.920, -5.646)  -1.066
N (3.504, 1.217, -4.693)  0.289
C (4.756, 1.592, -4.246)  -0.667
C (5.152, 0.633, -3.378)  -0.459
N (4.158, -0.315, -3.287)  0.490
B (4.217, -1.675, -2.504)  0.406
N (5.445, -1.621, -1.549)  0.345
C (6.732, -1.947, -1.919)  -0.687
C (7.554, -1.740, -0.867)  -0.444
N (6.756, -1.280, 0.166)  0.369
C (7.183, -0.943, 1.502)  -0.846
C (5.458, -1.226, -0.251)  -0.919
S (4.165, -0.795, 0.732)  -0.088
C (3.132, 0.057, -4.081)  -0.353
S (1.630, -0.701, -4.300)  -0.316
H (3.297, 2.669, -6.147)  0.307
H (1.845, 2.399, -5.148)  0.079
H (2.284, 1.210, -6.369)  0.405
H (5.230, 2.503, -4.565)  0.420
H (6.056, 0.562, -2.801)  0.417
H (3.210, -1.819, -1.881)  -0.321
H (4.420, -2.569, -3.301)  -0.230
H (6.940, -2.299, -2.914)  0.476
H (8.616, -1.871, -0.753)  0.465
H (8.267, -0.828, 1.502)  0.341
H (6.890, -1.720, 2.210)  0.232
H (6.707, -0.013, 1.809)  0.289
C (-3.836, 1.634, -2.626)  -0.823
Si (-3.543, 3.281, -1.767)  0.749
C (-4.224, 4.662, -2.876)  -1.199
C (-4.535, 3.312, -0.163)  -0.777
Ge (-1.224, 3.678, -1.413)  0.467
Si (-0.169, 4.293, -3.443)  0.462
C (-0.729, 3.168, -4.849)  -1.266
C (-0.693, 6.057, -3.903)  -1.104
C (1.696, 4.315, -3.226)  -0.847
Si (-0.765, 5.365, 0.191)  0.437
C (-0.889, 4.755, 1.966)  -0.771
C (-2.062, 6.730, -0.049)  -1.123
C (0.944, 6.109, -0.067)  -0.949
H (-4.898, 1.369, -2.610)  0.372
H (-3.291, 0.827, -2.130)  -0.030
H (-3.508, 1.665, -3.667)  0.339
H (-5.303, 4.518, -3.011)  0.396
H (-3.758, 4.646, -3.864)  0.221
H (-4.065, 5.649, -2.439)  0.263
H (-5.600, 3.399, -0.404)  0.483
H (-4.264, 4.157, 0.475)  0.159
H (-4.396, 2.397, 0.414)  0.122
H (-1.781, 3.354, -5.081)  0.288
H (-0.611, 2.110, -4.605)  0.384
H (-0.154, 3.367, -5.759)  0.418
H (-1.762, 6.141, -4.110)  0.263
H (-0.148, 6.371, -4.801)  0.346
H (-0.443, 6.760, -3.105)  0.206
H (2.064, 3.442, -2.685)  0.047
H (1.989, 5.195, -2.649)  0.371
H (2.199, 4.379, -4.196)  0.515
H (-1.935, 4.654, 2.267)  0.305
H (-0.419, 5.478, 2.641)  0.448
H (-0.394, 3.790, 2.096)  -0.192
H (-3.066, 6.360, 0.174)  0.231
H (-2.062, 7.110, -1.073)  0.243
H (-1.859, 7.571, 0.624)  0.381
H (1.692, 5.352, -0.302)  0.035
H (1.260, 6.613, 0.852)  0.417
H (0.931, 6.856, -0.866)  0.305

Properties
- Molar mass: 1421.44 g/mol
- F_max: 1.6 eV Å⁻¹
- HOMO (alpha / beta): -2.2519 / -2.2532 eV
- Energy relative to the best compared isomer or geometry (same formula, charge and spin): 11.2 kcal per mole
- Frontier orbital gap (alpha / beta): 5.7 / 5.6 eV
- ⟨S²⟩: 0.753
- 2S+1: 2
- E_LUMO (alpha / beta): 3.450 / 3.300 eV
- Charge: -2